--- a ---
Formula: C2H6N2O2
Source: the Open Molecules 2025 dataset
Level of theory: ωB97M-V/def2-TZVPD

CARTESIAN COORDINATES (ANGSTROEM)
C (1.8982, -0.6790, -0.1791)
N (0.6128, -0.1230, -0.5322)
C (0.0555, 0.8738, -0.0462)
N (-0.5563, 1.9089, 0.1205)
H (2.5461, 0.0171, 0.3562)
H (2.4167, -0.9808, -1.0886)
H (1.7212, -1.5287, 0.4840)
H (-0.6939, 2.3882, 0.9932)
O (-1.5397, -0.8346, 0.3052)
O (-2.7108, -0.2562, -0.2897)
H (-0.8130, -1.1886, -0.5163)
H (-2.9367, 0.4029, 0.3929)

The HOMO energy comes out at -8.898 eV. For the molecular weight, the calculation gives 90.1 g mol⁻¹. Its SMILES is CN=C=N.OO. The calculation puts the gap between HOMO and LUMO at 9.49 eV. As for the net charge: 0. The LUMO energy is 0.0217 hartree.



--- b ---
Formula: C2H6N2O2
Source: the Open Molecules 2025 dataset
Level of theory: ωB97M-V/def2-TZVPD

CARTESIAN COORDINATES (ANGSTROEM)
C (0.1101, -0.5928, 0.6486)
C (-0.8714, -1.2274, -0.2683)
N (0.8432, 0.9814, 0.0024)
O (1.4874, 0.0379, -0.7835)
N (0.1527, 1.7922, -0.9456)
O (-0.1450, 2.8571, -0.4178)
H (1.2836, 1.5577, 0.7323)
H (-0.3677, -0.0300, 1.4533)
H (0.9332, -1.2062, 0.9888)
H (-0.3920, -1.8926, -0.9785)
H (-1.4665, -0.4828, -0.7957)
H (-1.5675, -1.7948, 0.3638)

The HOMO energy (alpha / beta) comes out at -8.074 / -8.072 eV. For the molecular weight, the calculation gives 90.1 g mol⁻¹. The calculation puts the gap between HOMO and LUMO (alpha / beta) at 7.14 / 7.14 eV. As for the net charge: 0. The LUMO energy (alpha / beta) is -0.0343 / -0.0344 hartree.



The least stable of them is b.



--- a ---
Formula: C2H6N2O2
Source: the Open Molecules 2025 dataset
Level of theory: ωB97M-V/def2-TZVPD

CARTESIAN COORDINATES (ANGSTROEM)
C (0.5694, -1.1131, -0.2361)
C (0.0820, -0.1318, 0.8141)
N (-2.0358, -0.0324, -0.2527)
N (1.2104, 1.5067, -0.1515)
O (-3.1432, 0.3327, 0.0299)
O (-1.0965, 0.3658, 0.7686)
H (0.1423, -2.1072, -0.3338)
H (0.3918, -0.7097, -1.2844)
H (1.6314, -1.2510, 0.0265)
H (0.4870, -0.3295, 1.8395)
H (1.0959, 0.9996, -1.1179)
H (0.6654, 2.4699, -0.1023)

The HOMO energy (alpha / beta) comes out at -8.482 / -8.473 eV. For the molecular weight, the calculation gives 90.1 g mol⁻¹. The calculation puts the gap between HOMO and LUMO (alpha / beta) at 7.47 / 7.46 eV. As for the net charge: 0. The LUMO energy (alpha / beta) is -0.0371 / -0.0372 hartree.



--- b ---
Formula: C2H6N2O2
Source: the Open Molecules 2025 dataset
Level of theory: ωB97M-V/def2-TZVPD

CARTESIAN COORDINATES (ANGSTROEM)
N (1.9139, -0.7653, 0.3117)
C (1.8072, 0.5922, 0.3619)
O (1.3672, 1.3191, -0.4910)
H (1.6732, -1.2535, -0.5544)
H (2.3621, -1.2738, 1.0779)
H (2.1642, 0.9375, 1.3623)
N (-1.6354, 0.6425, -0.6443)
C (-2.1357, -0.4907, -0.1533)
O (-1.5606, -1.5271, -0.1621)
H (-0.6351, 0.6724, -0.8564)
H (-2.1581, 1.5130, -0.5196)
H (-3.1629, -0.3663, 0.2673)

The HOMO energy comes out at -9.840 eV. For the molecular weight, the calculation gives 90.1 g mol⁻¹. Its SMILES is NC=O.NC=O. The calculation puts the gap between HOMO and LUMO at 10.73 eV. As for the net charge: 0. The LUMO energy is 0.0325 hartree.



The least stable of them is a.



--- a ---
Formula: C2H6N2O2
Source: the Open Molecules 2025 dataset
Level of theory: ωB97M-V/def2-TZVPD

CARTESIAN COORDINATES (ANGSTROEM)
C (1.5574, -0.7877, -0.1989)
C (-0.4056, 0.7769, 0.0667)
N (-0.8949, 0.7712, -1.1386)
N (-0.8337, -0.2082, 1.0202)
O (-1.6774, -0.9928, 0.6671)
O (-0.3273, -0.0150, 2.1280)
H (2.5493, -0.2094, -0.2916)
H (1.5465, -1.1929, 0.8740)
H (1.3852, -1.4673, -1.0171)
H (0.0531, 1.6787, 0.5702)
H (-1.3454, 1.5771, -1.5505)
H (-1.6072, 0.0693, -1.1295)

The HOMO energy (alpha / beta) comes out at -8.881 / -8.153 eV. For the molecular weight, the calculation gives 90.1 g mol⁻¹. The calculation puts the gap between HOMO and LUMO (alpha / beta) at 8.29 / 7.96 eV. As for the net charge: 0. The LUMO energy (alpha / beta) is -0.0217 / -0.0071 hartree.



--- b ---
Formula: C2H6N2O2
Source: the Open Molecules 2025 dataset
Level of theory: ωB97M-V/def2-TZVPD

CARTESIAN COORDINATES (ANGSTROEM)
C (0.2219, -1.1665, -0.0002)
C (0.2588, 1.1642, -0.7032)
N (-0.2825, -0.1721, -0.8172)
O (1.2225, -0.9897, 0.9458)
N (-1.7674, -0.2744, 0.2131)
O (-1.7858, 0.4605, 1.1381)
H (1.4338, -0.0488, 1.0380)
H (0.3361, -2.1517, -0.4572)
H (-0.8634, -1.4280, 0.6479)
H (-0.1055, 1.7794, -1.5271)
H (1.3549, 1.1617, -0.7184)
H (-0.0236, 1.6655, 0.2404)

The HOMO energy comes out at -9.043 eV. For the molecular weight, the calculation gives 90.1 g mol⁻¹. The calculation puts the gap between HOMO and LUMO at 9.01 eV. As for the net charge: 0. The LUMO energy is -0.0012 hartree.



--- c ---
Formula: C2H6N2O2
Source: the Open Molecules 2025 dataset
Level of theory: ωB97M-V/def2-TZVPD

CARTESIAN COORDINATES (ANGSTROEM)
C (0.8351, 1.5043, 0.1151)
N (0.5585, 0.0932, -0.1557)
C (1.5436, -0.9794, -0.0315)
N (-0.7308, -0.1519, -0.0053)
O (-1.1103, -1.3338, 0.1081)
O (-1.5293, 0.7797, -0.0760)
H (0.1189, 1.9707, -0.6023)
H (0.5743, 1.8090, 1.1003)
H (1.8151, 1.7776, -0.1805)
H (1.6937, -1.4346, 1.0211)
H (1.4137, -1.8861, -0.7113)
H (2.4358, -0.5419, -0.2584)

The HOMO energy comes out at -10.327 eV. For the molecular weight, the calculation gives 90.1 g mol⁻¹. Its SMILES is CN(C)[N+](=O)[O-]. The calculation puts the gap between HOMO and LUMO at 10.98 eV. As for the net charge: 0. The LUMO energy is 0.0240 hartree.



The least stable of them is a.



--- a ---
Formula: C2H6N2O2
Source: the Open Molecules 2025 dataset
Level of theory: ωB97M-V/def2-TZVPD

CARTESIAN COORDINATES (ANGSTROEM)
N (-1.9129, -0.0031, 2.4697)
C (-2.0811, 0.5302, 1.2183)
O (-2.7025, -0.0676, 0.3706)
H (-1.2771, 0.2995, 3.1780)
H (-2.4562, -0.8130, 2.7005)
H (-1.5627, 1.4810, 1.0274)
N (1.6689, -0.7827, -1.5304)
C (2.2677, 0.2945, -2.0511)
O (3.3665, 0.2522, -2.5774)
H (0.9203, -0.6973, -0.8695)
H (2.1378, -1.6714, -1.6904)
H (1.6312, 1.1778, -2.2458)

The HOMO energy comes out at -9.965 eV. For the molecular weight, the calculation gives 90.1 g mol⁻¹. Its SMILES is NC=O.NC=O. The calculation puts the gap between HOMO and LUMO at 10.54 eV. As for the net charge: 0. The LUMO energy is 0.0211 hartree.



--- b ---
Formula: C2H6N2O2
Source: the Open Molecules 2025 dataset
Level of theory: ωB97M-V/def2-TZVPD

CARTESIAN COORDINATES (ANGSTROEM)
H (-0.2626, 1.5164, -1.3389)
N (-0.0043, 0.9486, -0.5256)
C (-1.0849, 1.3018, 0.1206)
N (-1.3874, 0.7514, 1.3972)
H (-1.8127, 2.0863, -0.1355)
H (-0.7676, 0.0933, 1.9585)
H (-2.3181, 0.7857, 1.8494)
O (0.4029, -2.0934, -1.2093)
C (1.5487, -1.9553, -0.8535)
O (1.8508, -1.1709, 0.2539)
H (2.4062, -1.8703, -1.5264)
H (1.4288, -0.3937, 0.0095)

The HOMO energy comes out at -9.594 eV. For the molecular weight, the calculation gives 90.1 g mol⁻¹. Its SMILES is [H]/N=C/N.O=CO. The calculation puts the gap between HOMO and LUMO at 10.46 eV. As for the net charge: 0. The LUMO energy is 0.0319 hartree.



--- c ---
Formula: C2H6N2O2
Source: the Open Molecules 2025 dataset
Level of theory: ωB97M-V/def2-TZVPD

CARTESIAN COORDINATES (ANGSTROEM)
C (-1.0437, -0.3585, -0.1532)
C (1.7567, -0.1594, 0.4918)
N (1.4806, 1.1094, 0.4539)
O (-1.0353, 0.9456, 0.0121)
N (-2.4291, -0.3989, -1.2652)
O (-3.3631, -1.0335, -0.9554)
H (2.0531, 1.6926, -0.1494)
H (0.2470, 1.3723, 0.2886)
H (-0.3472, -0.8552, -0.8462)
H (-1.3515, -0.9751, 0.7082)
H (2.7461, -0.5280, 0.2016)
H (1.2863, -0.8111, 1.2133)

The HOMO energy (alpha / beta) comes out at -7.121 / -7.122 eV. For the molecular weight, the calculation gives 90.1 g mol⁻¹. The calculation puts the gap between HOMO and LUMO (alpha / beta) at 6.34 / 6.35 eV. As for the net charge: 0. The LUMO energy (alpha / beta) is -0.0286 / -0.0285 hartree.



The least stable of them is c.



--- a ---
Formula: CH2FNO2
Source: the Open Molecules 2025 dataset
Level of theory: ωB97M-V/def2-TZVPD

CARTESIAN COORDINATES (ANGSTROEM)
C (0.0545, -0.1148, 1.1582)
N (0.1813, -0.4822, -0.1686)
O (-0.1609, -0.7954, 2.1323)
O (-0.1537, 1.0040, -1.2583)
F (-0.5152, -1.4519, -0.7708)
H (0.3671, 0.9878, 1.1575)
H (0.2269, 0.8526, -2.2503)

The HOMO energy (alpha / beta) comes out at -10.951 / -10.952 eV. For the molecular weight, the calculation gives 79.0 g mol⁻¹. The calculation puts the gap between HOMO and LUMO (alpha / beta) at 9.09 / 9.09 eV. As for the net charge: 0. The LUMO energy (alpha / beta) is -0.0685 / -0.0684 hartree.



--- b ---
Formula: CH2FNO2
Source: the Open Molecules 2025 dataset
Level of theory: ωB97M-V/def2-TZVPD

CARTESIAN COORDINATES (ANGSTROEM)
O (1.9388, 0.6916, -0.0191)
C (0.7412, 0.8070, -0.1456)
N (-0.1164, -0.2791, 0.0136)
O (-1.4470, -0.3244, -0.1084)
F (0.4566, -1.5718, -0.1129)
H (0.0221, 1.6037, -0.2547)
H (-1.5953, -0.9271, 0.6271)

The HOMO energy comes out at -10.083 eV. For the molecular weight, the calculation gives 79.0 g mol⁻¹. Its SMILES is O=CN(O)F. The calculation puts the gap between HOMO and LUMO at 10.55 eV. As for the net charge: 0. The LUMO energy is 0.0173 hartree.



The least stable of them is a.



--- a ---
Formula: H8O4
Source: the Open Molecules 2025 dataset
Level of theory: ωB97M-V/def2-TZVPD

CARTESIAN COORDINATES (ANGSTROEM)
O (-28.6530, -6.9660, -23.1370)
H (-28.8780, -6.0010, -23.2070)
H (-29.3990, -7.3530, -22.6360)
O (-30.9920, -6.9520, -20.9540)
H (-30.8610, -7.5700, -20.2740)
H (-30.6390, -6.2160, -20.4930)
O (-30.7410, -8.4710, -18.3910)
H (-29.8240, -8.2740, -18.6980)
H (-30.5510, -9.2740, -17.8840)
O (-29.5780, -5.3020, -19.3030)
H (-28.8400, -5.4900, -19.9940)
H (-29.4890, -6.0160, -18.6540)

The HOMO energy comes out at -11.162 eV. For the molecular weight, the calculation gives 72.1 g mol⁻¹. Its SMILES is O.O.O.O. The calculation puts the gap between HOMO and LUMO at 11.18 eV. As for the net charge: 0. The LUMO energy is 0.0007 hartree.



--- b ---
Formula: H8O4
Source: the Open Molecules 2025 dataset
Level of theory: ωB97M-V/def2-TZVPD

CARTESIAN COORDINATES (ANGSTROEM)
O (-5.3991, -6.2837, -19.2763)
H (-6.3050, -6.5283, -19.0872)
H (-5.2777, -6.5073, -20.1990)
O (-4.0937, -7.6934, -18.1660)
H (-4.9408, -7.5318, -18.5815)
H (-3.8822, -8.5981, -18.3962)
O (-3.2940, -10.0536, -20.3811)
H (-3.2900, -9.9079, -19.4350)
H (-2.7472, -10.8291, -20.5067)
O (-2.2391, -6.5307, -18.3153)
H (-3.1172, -6.9070, -18.2557)
H (-2.3775, -5.5861, -18.2458)

The HOMO energy comes out at -9.531 eV. For the molecular weight, the calculation gives 72.1 g mol⁻¹. The calculation puts the gap between HOMO and LUMO at 9.75 eV. As for the net charge: 0. The LUMO energy is 0.0080 hartree.



The least stable of them is b.